# 1
{
  "formula": "C30H85N5O10",
  "method": "ωB97M-V/def2-TZVPD",
  "orbital_gap_ev": 9.53,
  "largest_force_ev_per_a": 1.8,
  "charge": 0,
  "smiles": "COC[C@H](C)N.COC[C@H](C)N.COC[C@H](C)N.COC[C@H](C)N.COC[C@H](C)N.CCO.CCO.CCO.CCO.CCO",
  "e_lumo_ev": 0.301,
  "elements": ["C", "O", "C", "C", "C", "N", "H", "H", "H", "H", "H", "H", "H", "H", "H", "H", "H", "C", "O", "C", "C", "C", "N", "H", "H", "H", "H", "H", "H", "H", "H", "H", "H", "H", "C", "O", "C", "C", "C", "N", "H", "H", "H", "H", "H", "H", "H", "H", "H", "H", "H", "C", "O", "C", "C", "C", "N", "H", "H", "H", "H", "H", "H", "H", "H", "H", "H", "H", "C", "O", "C", "C", "C", "N", "H", "H", "H", "H", "H", "H", "H", "H", "H", "H", "H", "C", "C", "O", "H", "H", "H", "H", "H", "H", "C", "C", "O", "H", "H", "H", "H", "H", "H", "C", "C", "O", "H", "H", "H", "H", "H", "H", "C", "C", "O", "H", "H", "H", "H", "H", "H", "C", "C", "O", "H", "H", "H", "H", "H", "H"],
  "positions_angstrom": [[-2.789, 3.061, 2.942], [-3.957, 3.871, 3.039], [-4.031, 4.636, 4.229], [-2.946, 5.693, 4.334], [-3.157, 6.637, 5.505], [-2.810, 6.487, 3.092], [-1.890, 3.668, 2.984], [-2.933, 2.447, 2.057], [-2.872, 2.329, 3.762], [-5.006, 5.126, 4.233], [-3.985, 3.948, 5.087], [-1.971, 5.219, 4.484], [-2.220, 7.162, 5.702], [-3.419, 6.119, 6.428], [-3.890, 7.416, 5.286], [-3.065, 5.868, 2.324], [-3.528, 7.206, 3.062], [1.758, -3.630, 1.709], [1.807, -2.884, 0.526], [1.883, -3.692, -0.635], [2.172, -2.805, -1.813], [2.473, -3.594, -3.062], [3.296, -1.895, -1.480], [1.857, -2.941, 2.547], [2.569, -4.364, 1.777], [0.782, -4.122, 1.813], [2.667, -4.447, -0.484], [0.924, -4.213, -0.754], [1.294, -2.164, -1.989], [1.680, -4.327, -3.229], [3.452, -4.073, -3.030], [2.500, -2.912, -3.911], [3.222, -1.073, -2.076], [3.093, -1.528, -0.553], [0.921, 3.779, 1.981], [0.170, 4.469, 1.029], [0.659, 4.336, -0.288], [-0.266, 5.098, -1.200], [0.128, 4.971, -2.659], [-0.290, 6.561, -0.858], [1.786, 4.348, 2.357], [1.419, 2.880, 1.577], [0.321, 3.436, 2.821], [1.680, 4.742, -0.386], [0.723, 3.276, -0.580], [-1.307, 4.802, -1.063], [0.148, 3.934, -3.013], [1.014, 5.539, -2.937], [-0.696, 5.352, -3.274], [-0.109, 6.604, 0.145], [0.569, 6.959, -1.242], [3.008, 1.818, -2.141], [3.594, 0.735, -2.837], [4.626, 1.165, -3.674], [5.224, 0.032, -4.494], [4.186, -0.597, -5.417], [5.777, -1.051, -3.646], [2.565, 2.518, -2.857], [3.755, 2.288, -1.495], [2.202, 1.415, -1.526], [4.278, 1.961, -4.362], [5.402, 1.694, -3.091], [6.026, 0.468, -5.092], [3.370, -1.077, -4.883], [4.688, -1.362, -6.013], [3.816, 0.135, -6.140], [6.478, -0.636, -3.030], [5.071, -1.317, -2.957], [-1.887, -3.699, 0.082], [-2.582, -4.467, -0.882], [-1.811, -4.652, -2.053], [-2.606, -5.473, -3.058], [-1.637, -6.152, -4.015], [-3.531, -4.634, -3.873], [-1.579, -2.716, -0.285], [-1.024, -4.255, 0.464], [-2.580, -3.593, 0.917], [-1.491, -3.687, -2.474], [-0.889, -5.192, -1.779], [-3.241, -6.191, -2.543], [-1.096, -6.957, -3.515], [-0.874, -5.439, -4.351], [-2.132, -6.526, -4.908], [-3.000, -3.850, -4.243], [-4.205, -4.228, -3.230], [4.250, -1.499, 2.726], [3.729, -0.234, 2.048], [2.335, -0.075, 2.285], [5.342, -1.478, 2.794], [3.952, -2.414, 2.218], [3.893, -1.551, 3.758], [3.892, -0.345, 0.979], [4.302, 0.590, 2.477], [2.166, 0.426, 3.088], [-1.590, -3.307, 4.179], [-0.486, -2.622, 4.985], [-0.747, -1.235, 5.175], [-2.455, -3.524, 4.815], [-1.192, -4.210, 3.721], [-2.011, -2.625, 3.437], [0.425, -2.699, 4.379], [-0.342, -3.117, 5.941], [-0.723, -0.856, 4.287], [-0.178, 0.060, -3.597], [0.353, -0.342, -4.980], [0.569, -1.751, -5.075], [-0.920, -0.670, -3.269], [-0.721, 1.004, -3.701], [0.654, 0.165, -2.906], [1.328, 0.129, -5.085], [-0.337, -0.029, -5.766], [-0.273, -2.156, -5.296], [-0.957, 0.257, -0.065], [-1.409, -0.170, 1.318], [-0.360, -0.889, 1.984], [0.030, 0.733, 0.016], [-1.672, 0.858, -0.619], [-0.700, -0.635, -0.650], [-2.301, -0.790, 1.225], [-1.666, 0.691, 1.944], [0.420, -0.338, 1.820], [-4.992, -1.225, 2.268], [-4.659, -0.426, 3.512], [-5.655, 0.538, 3.821], [-4.958, -0.599, 1.373], [-5.973, -1.684, 2.366], [-4.239, -2.006, 2.128], [-3.672, 0.048, 3.425], [-4.579, -1.079, 4.381], [-5.599, 1.289, 3.222]]
}

=====

# 2
{
  "formula": "C30H89N5O15",
  "method": "ωB97M-V/def2-TZVPD",
  "orbital_gap_ev": 7.54,
  "largest_force_ev_per_a": 10.9,
  "charge": 0,
  "e_lumo_ev": 0.310,
  "elements": ["C", "O", "H", "H", "H", "H", "C", "O", "H", "H", "H", "H", "C", "O", "H", "H", "H", "H", "C", "O", "H", "H", "H", "H", "C", "C", "C", "O", "C", "N", "H", "H", "H", "H", "H", "H", "H", "H", "H", "H", "H", "C", "C", "C", "O", "C", "N", "H", "H", "H", "H", "H", "H", "H", "H", "H", "H", "H", "C", "C", "C", "O", "C", "N", "H", "H", "H", "H", "H", "H", "H", "H", "H", "H", "H", "C", "C", "C", "O", "C", "N", "H", "H", "H", "H", "H", "H", "H", "H", "H", "H", "H", "C", "C", "C", "O", "C", "N", "H", "H", "H", "H", "H", "H", "H", "H", "H", "H", "H", "C", "C", "O", "O", "H", "H", "H", "H", "H", "H", "C", "C", "O", "O", "H", "H", "H", "H", "H", "H", "C", "C", "O", "O", "H", "H", "H", "H", "H", "H"],
  "positions_angstrom": [[1.367, -1.787, -3.158], [1.230, -0.847, -2.093], [1.216, -2.803, -2.795], [0.444, -1.647, -3.720], [2.276, -1.797, -3.759], [1.974, -0.956, -1.496], [-1.991, -0.795, 3.686], [-2.542, -1.879, 2.919], [-2.309, -0.810, 4.729], [-0.902, -0.834, 3.684], [-2.302, 0.172, 3.291], [-2.814, -1.540, 2.063], [-3.114, -0.634, -2.055], [-3.201, -0.200, -0.718], [-2.496, -1.531, -2.071], [-4.024, -1.069, -2.467], [-2.728, 0.066, -2.796], [-2.348, 0.134, -0.430], [-2.328, 2.618, 0.114], [-3.356, 3.513, 0.163], [-2.647, 1.644, -0.256], [-1.735, 2.999, -0.718], [-1.611, 2.488, 0.925], [-3.314, 4.016, 0.980], [1.266, 1.934, -3.803], [0.028, 1.613, -2.874], [-0.810, 0.541, -3.620], [-0.932, 0.945, -4.988], [-2.064, 1.790, -5.131], [0.652, 1.168, -1.664], [0.961, 2.059, -4.842], [1.997, 1.129, -3.888], [1.769, 2.852, -3.499], [-0.568, 2.501, -2.661], [-1.663, 0.094, -3.109], [-0.247, -0.388, -3.705], [-2.040, 2.698, -4.528], [-2.990, 1.231, -4.996], [-1.940, 2.094, -6.170], [1.168, 1.965, -1.319], [1.200, 0.340, -1.855], [1.821, -1.947, 1.078], [2.486, -0.953, 0.122], [3.857, -0.390, 0.505], [4.275, 0.627, -0.466], [5.335, 1.404, 0.075], [2.834, -1.530, -1.173], [1.082, -2.599, 0.611], [1.346, -1.380, 1.879], [2.469, -2.720, 1.491], [1.879, -0.048, 0.098], [4.499, -1.271, 0.473], [3.766, -0.023, 1.527], [5.666, 1.094, 1.066], [5.069, 2.435, 0.309], [6.197, 1.357, -0.590], [3.526, -0.865, -1.488], [3.438, -2.313, -0.971], [1.783, 1.654, 2.241], [0.645, 2.059, 3.210], [1.134, 2.969, 4.373], [2.012, 2.302, 5.167], [2.672, 3.045, 6.263], [-0.394, 2.631, 2.446], [2.545, 2.401, 2.017], [1.374, 1.144, 1.369], [2.415, 0.871, 2.661], [0.177, 1.234, 3.747], [0.288, 3.437, 4.875], [1.614, 3.893, 4.051], [3.544, 3.536, 5.831], [3.192, 2.323, 6.892], [2.105, 3.811, 6.793], [-0.799, 3.191, 3.182], [0.151, 3.257, 1.872], [1.700, 2.462, -0.436], [1.386, 3.859, -0.963], [0.776, 4.741, 0.084], [1.759, 5.012, 1.183], [1.241, 5.958, 1.995], [2.721, 4.391, -1.429], [2.197, 2.601, 0.524], [2.232, 1.821, -1.140], [0.769, 1.923, -0.261], [0.605, 3.779, -1.719], [-0.099, 4.252, 0.513], [0.401, 5.673, -0.339], [1.797, 5.954, 2.932], [0.190, 5.763, 2.207], [1.264, 6.917, 1.477], [2.679, 5.328, -1.803], [3.152, 4.655, -0.555], [-1.508, -6.556, -1.394], [-1.057, -5.665, -2.505], [0.009, -4.635, -2.142], [-0.439, -3.730, -1.144], [-1.503, -2.802, -1.442], [-0.526, -6.452, -3.611], [-1.985, -5.956, -0.618], [-0.645, -7.085, -0.991], [-2.320, -7.219, -1.691], [-1.888, -4.993, -2.716], [0.270, -4.102, -3.056], [0.918, -5.063, -1.720], [-1.352, -2.293, -2.394], [-1.535, -2.092, -0.616], [-2.473, -3.287, -1.560], [-0.532, -5.957, -4.491], [-1.257, -7.129, -3.773], [1.413, -4.340, 1.733], [0.122, -3.608, 1.562], [-0.947, -4.435, 2.064], [1.694, -4.736, 3.014], [2.122, -3.633, 1.301], [1.575, -5.257, 1.166], [-0.026, -3.283, 0.532], [0.208, -2.615, 2.004], [-1.752, -4.001, 1.771], [0.861, -4.841, 3.479], [-4.379, -1.217, 1.414], [-5.261, -0.092, 0.839], [-4.657, 1.033, 0.139], [-4.021, -2.011, 0.283], [-5.226, -1.663, 1.935], [-3.551, -0.792, 1.981], [-5.729, 0.416, 1.683], [-6.025, -0.616, 0.266], [-4.510, 0.715, -0.755], [-3.567, -1.383, -0.283], [-0.256, -0.091, 0.035], [-1.019, -0.780, 1.104], [-1.950, 0.096, 1.716], [-1.042, 0.330, -1.020], [0.484, -0.765, -0.396], [0.155, 0.835, 0.436], [-0.401, -1.134, 1.930], [-1.790, -1.449, 0.724], [-1.555, 0.969, 1.773], [-0.455, 0.558, -1.745]]
}

=====

# 3
{
  "formula": "C30H89N7O11",
  "method": "ωB97M-V/def2-TZVPD",
  "orbital_gap_ev": 8.39,
  "largest_force_ev_per_a": 2.6,
  "charge": 0,
  "e_lumo_ev": 0.307,
  "elements": ["O", "H", "H", "H", "C", "C", "O", "H", "H", "H", "H", "H", "C", "C", "C", "O", "C", "N", "H", "H", "H", "H", "H", "H", "H", "H", "H", "H", "H", "C", "C", "C", "O", "C", "N", "H", "H", "H", "H", "H", "H", "H", "H", "H", "H", "H", "C", "C", "C", "O", "C", "N", "H", "H", "H", "H", "H", "H", "H", "H", "H", "H", "H", "C", "C", "C", "O", "C", "N", "H", "H", "H", "H", "H", "H", "H", "H", "H", "H", "H", "C", "C", "C", "O", "C", "N", "H", "H", "H", "H", "H", "H", "H", "H", "H", "H", "H", "C", "C", "C", "O", "C", "N", "H", "H", "H", "H", "H", "H", "H", "H", "H", "H", "H", "C", "C", "C", "O", "C", "N", "H", "H", "H", "H", "H", "H", "H", "H", "H", "H", "H", "O", "H", "H", "O", "H", "H"],
  "positions_angstrom": [[-0.793, -4.170, 2.377], [-1.651, -4.520, 2.661], [-0.857, -3.197, 2.122], [-0.047, -4.291, 3.059], [0.718, -0.896, 0.505], [-0.769, -0.799, 0.873], [-1.233, -1.519, 1.968], [1.347, -0.480, 1.297], [0.998, -0.320, -0.379], [1.013, -1.921, 0.261], [-1.317, -1.159, -0.010], [-1.028, 0.253, 1.058], [2.509, -5.120, 2.524], [2.380, -4.091, 3.642], [2.762, -2.661, 3.321], [4.091, -2.649, 2.830], [4.354, -1.418, 2.177], [1.052, -4.081, 4.313], [1.844, -4.850, 1.697], [2.272, -6.146, 2.804], [3.496, -5.062, 2.069], [2.981, -4.452, 4.486], [2.617, -1.991, 4.173], [2.095, -2.358, 2.505], [4.234, -0.672, 2.973], [3.757, -1.113, 1.313], [5.396, -1.417, 1.855], [0.929, -5.005, 4.711], [1.019, -3.374, 5.035], [-0.813, 1.927, 3.461], [0.463, 1.726, 4.309], [1.753, 1.846, 3.522], [2.854, 1.500, 4.307], [4.103, 2.052, 3.895], [0.526, 2.733, 5.399], [-1.228, 0.924, 3.326], [-0.592, 2.367, 2.486], [-1.669, 2.465, 3.870], [0.294, 0.760, 4.789], [1.923, 2.861, 3.139], [1.677, 1.181, 2.647], [4.096, 3.142, 3.968], [4.284, 1.825, 2.839], [4.884, 1.582, 4.484], [0.337, 3.584, 4.866], [1.510, 2.878, 5.617], [1.428, -4.624, -5.007], [1.271, -3.372, -4.155], [2.439, -3.133, -3.205], [2.449, -4.267, -2.334], [3.334, -4.092, -1.221], [1.055, -2.160, -4.985], [2.421, -4.740, -5.439], [0.644, -4.627, -5.766], [1.234, -5.525, -4.422], [0.363, -3.358, -3.549], [2.200, -2.283, -2.551], [3.414, -2.897, -3.638], [3.125, -3.163, -0.675], [4.388, -3.967, -1.483], [3.216, -4.893, -0.497], [1.199, -1.361, -4.348], [1.810, -1.945, -5.636], [-1.054, -0.215, -2.769], [-0.228, 0.710, -3.630], [-0.451, 2.201, -3.361], [0.407, 3.026, -4.129], [-0.180, 3.396, -5.355], [1.168, 0.369, -3.528], [-1.185, 0.155, -1.748], [-0.614, -1.207, -2.662], [-2.031, -0.370, -3.228], [-0.635, 0.534, -4.633], [-0.138, 2.377, -2.326], [-1.498, 2.457, -3.545], [0.483, 4.072, -5.895], [-1.103, 3.967, -5.209], [-0.408, 2.546, -6.004], [1.636, 1.071, -4.100], [1.447, 0.562, -2.566], [-4.305, 0.643, 0.483], [-5.389, 1.114, 1.489], [-6.795, 0.692, 1.199], [-7.214, 1.267, -0.023], [-8.565, 1.087, -0.319], [-4.986, 0.584, 2.827], [-4.362, 1.235, -0.432], [-4.461, -0.409, 0.235], [-3.270, 0.651, 0.826], [-5.330, 2.200, 1.617], [-7.417, 0.932, 2.070], [-6.844, -0.402, 1.131], [-9.214, 1.643, 0.366], [-8.869, 0.035, -0.252], [-8.734, 1.418, -1.343], [-5.616, 1.038, 3.486], [-4.104, 1.032, 3.058], [-1.807, 3.109, 0.000], [-2.157, 4.405, -0.760], [-3.637, 4.387, -1.173], [-3.816, 3.274, -2.006], [-5.165, 3.164, -2.432], [-1.838, 5.525, 0.124], [-1.880, 2.203, -0.608], [-2.513, 3.028, 0.829], [-0.776, 3.017, 0.350], [-1.604, 4.432, -1.700], [-3.942, 5.321, -1.654], [-4.250, 4.280, -0.266], [-5.445, 2.184, -2.823], [-5.398, 3.861, -3.239], [-5.842, 3.239, -1.576], [-0.934, 5.394, 0.556], [-2.506, 5.454, 0.886], [6.457, -0.142, -2.842], [5.042, -0.386, -2.337], [4.624, 0.682, -1.295], [3.216, 0.623, -1.006], [2.726, 1.789, -0.357], [4.158, -0.359, -3.500], [7.015, 0.169, -1.952], [6.498, 0.688, -3.548], [6.891, -1.034, -3.287], [5.038, -1.417, -1.976], [4.707, 1.645, -1.815], [5.249, 0.778, -0.403], [1.696, 1.622, -0.029], [2.607, 2.549, -1.134], [3.209, 2.049, 0.587], [4.273, 0.506, -4.020], [3.199, -0.329, -3.159], [-1.897, -1.967, 4.743], [-1.650, -1.675, 3.848], [-2.848, -1.832, 4.784], [-3.987, -2.387, 2.092], [-3.058, -2.210, 1.860], [-4.354, -1.512, 2.277]]
}

=====

Across the entries above, energy above the lowest of the compared OMol25 structures with the same formula, charge and spin takes the values 1.151 31.474 1.291 eV, respectively.
Across the entries above, HOMO level takes the values -9.227 -7.227 -8.082 eV, respectively.
Across the entries above, electronic energy takes the values -60410.2420 -70678.2472 -65500.9065 eV, respectively.